Here is a structure of composition C37H43F5N3O7SSiY in a non-equilibrium geometry from the OMol25 dataset. Energies are from ωB97M-V with the def2-TZVPD basis set.

Geometry as XYZ:
```
98
Properties=species:S:1:pos:R:3:forces:R:3:nbo_charge:R:1
Y 1.19285 -0.69797 0.09011 0.081 -0.300 -0.623 2.05
C 3.14721 -0.78548 6.82739 0.101 0.049 -0.070 -0.26
O 4.36172 -0.84191 6.08529 -0.104 -0.106 0.109 -0.48
C 4.27278 -0.88585 4.74303 0.000 0.071 0.022 0.38
C 5.50358 -1.05210 4.06672 -0.060 0.000 0.092 -0.32
C 5.49903 -1.10122 2.70907 0.040 -0.021 -0.094 -0.11
C 4.31055 -0.99689 1.94143 0.170 -0.018 -0.101 -0.36
C 4.39219 -1.05774 0.50475 0.089 0.101 0.134 0.63
C 5.73910 -1.07946 -0.17254 0.054 -0.105 -0.002 -0.71
O 3.39843 -1.06803 -0.24762 0.296 0.044 -0.098 -0.71
C 3.07971 -0.82301 2.63633 -0.221 0.059 -0.029 0.55
O 1.93728 -0.67818 2.03219 0.608 0.140 0.741 -0.85
C 3.09160 -0.76834 4.04617 0.018 -0.059 -0.053 -0.42
H 3.42887 -0.87577 7.87094 0.028 0.017 0.030 0.20
H 2.48161 -1.60602 6.55674 0.011 -0.027 -0.017 0.19
H 2.63863 0.16628 6.66518 -0.023 0.010 -0.004 0.18
H 6.41245 -1.14797 4.64473 -0.035 0.011 -0.013 0.23
H 6.44290 -1.24307 2.20070 -0.007 0.012 0.001 0.21
H 6.27583 -2.00067 0.06100 -0.002 0.019 0.000 0.24
H 6.35518 -0.24232 0.15613 -0.002 -0.013 -0.005 0.23
H 5.58586 -1.02616 -1.24648 -0.007 -0.004 -0.010 0.24
H 2.13475 -0.63526 4.52932 0.032 0.001 0.005 0.23
N 5.50171 8.78476 -4.18422 -0.020 -0.048 0.038 -0.28
C 5.03169 7.90703 -3.61092 -0.136 -0.206 0.107 0.27
C 4.43843 6.80056 -2.89013 0.123 0.241 -0.105 -0.17
C 4.91162 5.50820 -3.08992 0.059 -0.047 -0.054 -0.13
C 4.36310 4.45445 -2.38174 0.060 -0.035 -0.056 -0.25
C 3.32909 4.69388 -1.48907 -0.122 -0.192 0.124 0.25
C 2.83893 5.97652 -1.29626 -0.044 0.075 0.001 -0.24
C 3.40151 7.03196 -1.99083 -0.052 0.048 0.001 -0.14
N 2.76158 3.60934 -0.76228 0.115 0.190 0.038 -0.37
C 2.34205 3.62416 0.56040 0.089 0.007 -0.216 -0.08
C 1.90693 2.37019 0.82527 0.009 -0.038 -0.158 -0.06
N 2.04269 1.58413 -0.30967 0.036 0.209 0.223 -0.56
C 2.56077 2.35497 -1.22840 -0.029 0.065 -0.043 0.22
H 5.71790 5.33364 -3.78936 -0.008 0.002 0.019 0.24
H 4.74920 3.45128 -2.51251 0.002 0.050 0.023 0.23
H 2.00636 6.14452 -0.62522 0.040 -0.003 -0.011 0.24
H 3.02514 8.03626 -1.85354 0.013 -0.005 0.014 0.24
H 2.42051 4.50237 1.17657 0.008 -0.018 -0.036 0.23
H 1.49493 1.97501 1.73894 0.015 -0.002 -0.009 0.25
H 2.77241 2.07023 -2.24663 0.002 0.013 0.022 0.22
F -0.36790 -5.97788 -4.12561 0.011 0.021 0.036 -0.29
C -0.06612 -5.20318 -3.07695 -0.051 -0.130 -0.115 0.24
C 0.10075 -5.75666 -1.81983 0.006 -0.128 0.079 0.28
F -0.04986 -7.07483 -1.66325 0.007 0.062 0.006 -0.29
C 0.42288 -4.96707 -0.73066 -0.036 -0.238 0.093 0.27
F 0.56636 -5.54632 0.46630 -0.002 0.025 -0.023 -0.29
C 0.57762 -3.58737 -0.85285 0.085 0.304 0.557 0.23
O 0.86086 -2.77730 0.14790 -0.277 -1.116 -0.517 -0.84
C 0.40519 -3.08217 -2.13260 -0.014 0.056 -0.283 0.27
F 0.56781 -1.73167 -2.27309 0.095 0.236 0.071 -0.33
C 0.09298 -3.84213 -3.23592 0.048 0.087 -0.115 0.28
F -0.03955 -3.27830 -4.44007 0.071 -0.073 0.012 -0.29
C -4.01464 1.78941 2.28884 0.034 0.126 0.147 -0.63
C -4.44542 1.63066 0.84005 0.069 0.026 -0.122 0.28
C -3.85118 2.72300 -0.03889 0.064 0.117 -0.029 -0.64
C -5.96433 1.62625 0.73180 -0.072 0.056 -0.003 -0.61
O -4.02483 0.35255 0.37922 0.106 -0.266 -0.014 -0.96
Si -2.63659 -0.29935 -0.19438 -0.014 -0.058 -0.185 2.23
S -0.93123 0.49765 0.72610 -1.292 0.624 0.315 -0.99
O -2.84959 -1.91814 -0.05380 0.089 0.001 0.009 -0.96
C -3.24864 -2.76191 1.04030 -0.021 0.152 -0.079 0.27
C -4.72959 -2.54791 1.33627 -0.052 -0.079 -0.003 -0.63
C -3.00815 -4.18165 0.55761 0.042 -0.120 -0.046 -0.61
C -2.40460 -2.46435 2.26936 0.054 0.050 0.089 -0.64
O -2.44284 -0.03208 -1.80499 -0.019 0.019 0.093 -0.95
C -3.21555 -0.49229 -2.92641 -0.004 -0.091 0.171 0.27
C -4.70207 -0.54430 -2.59183 -0.061 0.008 0.045 -0.63
C -2.95454 0.51368 -4.03305 0.002 0.076 -0.126 -0.61
C -2.71100 -1.87243 -3.32951 0.069 -0.019 0.022 -0.63
H -4.35388 2.75333 2.67838 0.021 -0.048 0.019 0.20
H -2.92711 1.73571 2.37557 -0.082 0.005 -0.022 0.23
H -4.45445 0.99517 2.89668 0.020 0.020 -0.013 0.21
H -4.24003 3.69657 0.26744 0.039 0.017 -0.028 0.21
H -4.12104 2.55395 -1.08457 0.005 0.004 0.047 0.21
H -2.75910 2.73734 0.03809 -0.131 -0.019 0.009 0.23
H -6.37860 2.57655 1.07760 0.010 -0.042 -0.006 0.20
H -6.38163 0.82028 1.33879 0.017 0.023 -0.020 0.21
H -6.26910 1.46850 -0.30490 0.016 0.009 0.035 0.21
H -5.32967 -2.78670 0.45398 0.029 0.020 0.040 0.21
H -4.92477 -1.51340 1.61427 0.022 -0.029 0.005 0.23
H -5.04232 -3.20140 2.15524 0.006 0.013 -0.049 0.21
H -3.59325 -4.37304 -0.34513 0.025 -0.001 0.032 0.21
H -3.29967 -4.90326 1.32400 0.011 0.013 -0.033 0.21
H -1.95126 -4.32812 0.32335 -0.070 0.023 0.040 0.21
H -2.61528 -1.46312 2.65652 0.023 -0.049 -0.030 0.22
H -1.34175 -2.52108 2.02623 -0.026 -0.021 0.000 0.23
H -2.62390 -3.19383 3.05248 -0.001 0.036 0.005 0.21
H -5.06344 0.44200 -2.29235 0.012 -0.039 -0.019 0.21
H -4.89680 -1.24092 -1.77268 0.031 0.032 -0.053 0.22
H -5.26810 -0.87365 -3.46665 0.025 0.023 0.022 0.21
H -3.32110 1.50087 -3.74172 0.022 -0.042 -0.012 0.21
H -3.45579 0.20960 -4.95510 0.018 0.029 0.023 0.20
H -1.88126 0.58483 -4.22395 -0.054 -0.007 0.003 0.21
H -2.84449 -2.58206 -2.51035 -0.019 0.046 -0.024 0.23
H -1.64859 -1.81871 -3.57364 -0.152 0.067 -0.013 0.21
H -3.24856 -2.23568 -4.20875 0.019 0.002 0.021 0.21
```
Positions in Å, forces in eV/Å.

Output
**E_LUMO**: -0.559 eV
**Multiplicity**: 1
**Electronic energy**: -91222.6740 eV
**Highest occupied orbital energy**: -8.288 eV